Here is a 2-piece molecular cluster, C8H10 overall in a non-equilibrium geometry from OMol25. Energies are from ωB97M-V with the def2-TZVPD basis set.

Cartesian coordinates (Å):
C: 1.97 -0.75 0.74
C: 0.76 -1.16 0.44
C: -3.32 -0.94 -0.04
C: -2.67 0.05 0.48
C: 2.20 0.69 0.39
C: 0.43 0.63 -1.47
C: 0.86 1.20 -0.06
C: -0.04 -0.01 -0.15
H: 2.75 -1.17 1.33
H: 0.26 -2.12 0.60
H: -4.31 -1.31 0.53
H: -3.14 -1.33 -0.99
H: -2.76 0.71 1.25
H: 2.71 1.29 1.11
H: 2.81 0.83 -0.56
H: -0.26 1.12 -2.08
H: 1.23 0.19 -1.95
H: 0.52 2.06 0.44

Results
Total charge   0
E   -8450.71777 eV
Maximum force   0.076 hartree/bohr
E_LUMO (alpha / beta)   0.4 / 0.2 eV
Energy relative to the best compared isomer or geometry (same formula, charge and spin)   728.6 kJ/mol
E_HOMO (alpha / beta)   -8.00 / -8.35 eV